[1]
This record from the Open Molecules 2025 dataset describes C19H33BCl2F2InN5O3 as an isolated structure. The level of theory is ωB97M-V/def2-TZVPD.

```
! wB97M-V def2-TZVPD RIJCOSX def2/J DEFGRID3
* xyz 0 1
C 2.2640 -0.4388 2.1439
H -2.5373 -2.3256 3.3821
H 3.4729 0.1942 3.8037
H 1.5896 -3.6962 2.4196
In -0.0388 0.8740 0.7894
C -1.8562 -1.8722 1.4264
C -1.9033 -0.2859 3.4376
B -1.3298 2.6388 1.2983
Cl -2.0019 3.9000 -0.5199
C 2.3409 -2.9490 2.6975
H 3.5555 1.8465 1.8199
H -3.9206 1.4424 -2.8527
H -2.7659 -1.3893 1.0731
C 2.4161 0.1140 3.5291
H -0.0432 0.4283 -4.7755
H -3.5994 0.7501 -5.6081
C 0.2255 3.0115 -1.9177
H 1.9502 -0.5175 4.2916
N -0.7198 -1.2768 0.6943
H 2.5721 -1.0790 -2.2400
F -2.5732 2.5026 1.8317
H -1.9468 0.2674 -5.9350
H 3.0569 -3.0340 -1.3261
H -2.6564 0.2367 2.8425
C -1.3245 3.1083 -2.0044
N -0.1602 -0.0025 -3.8756
C 2.6893 -0.2077 -1.5894
H 2.2978 2.6230 0.8510
H -1.7401 2.1203 -1.9619
N -0.6389 0.4584 3.3159
C 2.2049 0.3947 0.9418
N -1.4696 -0.2106 -1.9572
H 2.0011 1.1200 3.6183
C -2.7882 0.0525 -1.6436
O -3.2589 0.0773 -0.5277
H 0.0935 -0.0174 3.8297
C -1.3462 0.0269 -3.2601
H -1.9187 -2.9351 1.1760
H 0.1507 -1.7397 0.9613
H 2.1498 -2.6627 3.7327
H 3.3080 -3.4597 2.6786
H -4.3738 -0.2629 -3.1058
O 0.5853 2.0656 -1.1436
C 2.4504 -3.1246 -0.4241
C 2.3214 -1.7594 1.7829
O 0.9007 3.7416 -2.6159
F -0.6006 3.6096 1.9206
N -2.4897 0.3068 -3.9154
H 1.4607 -3.4787 -0.7391
C -1.7487 -1.7172 2.9344
C -2.5747 0.8459 -5.2568
H -0.8339 -1.4107 -0.3082
C 2.3870 -1.8359 0.3428
H 3.7407 0.0937 -1.6644
H 0.6485 -0.0441 -3.2728
H -0.7320 1.3839 3.7214
H -0.8005 -2.1413 3.2910
H 3.6072 1.7977 0.0626
C -3.5429 0.4187 -2.9236
Cl -1.9582 3.9242 -3.4328
H 2.1100 0.6357 -1.9539
H 2.8899 -3.9211 0.1794
C 2.3569 -0.5623 -0.1731
H -2.2579 -0.2970 4.4723
C 2.9399 1.7435 0.9251
H -2.2866 1.9002 -5.2942
*
```

Output
- energy above the lowest of the compared OMol25 structures with the same formula, charge and spin (kcal/mol) = 56.49
- energy (Eh) = -2578.556400
- largest force on an atom (eV/Å) = 1.18
- HOMO level (eV) = -7.340

[2]
This record from the Open Molecules 2025 dataset describes a 3-piece molecular cluster, C19H33BN2O7 overall. The level of theory is ωB97M-V/def2-TZVPD.

```
! wB97M-V def2-TZVPD RIJCOSX def2/J DEFGRID3
* xyz 0 1
O -1.5283 -2.7545 -1.0156
H 3.3017 3.8527 2.0599
O 3.0156 5.7533 1.3987
H 0.7975 -2.8975 -0.1957
C -3.7404 0.6261 -0.2809
H 2.4251 7.3855 0.3442
C 3.3442 -5.9056 -0.5669
C -2.3143 0.5321 -0.1918
H -1.2350 -3.4267 -0.3955
H -6.4257 -1.0942 0.3092
C -1.7021 -0.7329 0.3568
O 0.7222 1.3461 -1.6833
O 1.6365 -7.8548 -2.4919
C 1.7689 6.2889 4.3231
C -0.8651 -1.5463 -0.6531
C 1.0167 -6.6099 -2.7739
C 1.5482 7.4787 2.2851
H -2.4666 -1.3962 0.7422
H 4.1515 -5.1978 -0.7838
H 1.6633 1.2210 -1.5170
H 1.3844 -4.5130 -2.6759
H 1.8802 -9.2441 -1.0310
C 0.5698 -1.8322 -0.1657
C 1.8893 -5.4381 -2.3803
H 2.8472 -5.4824 -2.9069
C 2.0019 6.6897 1.0757
C -4.3439 1.8041 -0.7620
C -1.5351 1.6056 -0.5900
O 0.9167 6.6556 3.2531
H 1.8921 7.1261 5.0188
C -6.3794 0.9198 -0.4460
H 0.8473 -6.5704 -3.8541
H 0.2404 1.8103 1.3810
H 3.2988 -6.0647 0.5095
H 0.7473 -1.4856 0.8479
H -0.7639 -0.9874 -1.5772
H 2.7503 5.9669 3.9684
C 1.1775 -8.4550 -1.2936
H -1.5399 3.6252 -1.3773
H 1.2848 -1.3496 -0.8239
O 2.0962 -5.3733 -0.9762
H 0.1875 -8.8990 -1.4433
H 2.3944 8.0127 2.7283
H -7.4582 0.9866 -0.4721
H 1.6186 4.4046 2.1685
H 0.0436 -6.5423 -2.2782
H 1.2974 5.4619 4.8520
C -3.5192 2.8783 -1.1591
H -3.9925 3.7835 -1.5095
H 2.3202 3.9804 0.5882
C -5.7888 -0.2726 0.0143
H 1.1300 -7.7366 -0.4722
C 2.5252 4.4309 1.5602
N -4.5016 -0.4373 0.1027
B 0.0453 1.6290 -0.5365
N -5.6966 1.9527 -0.8443
O 0.7418 2.0015 0.5839
C -2.1539 2.7918 -1.0767
H -1.0882 -0.4532 1.2132
H 1.1484 6.1878 0.6089
H 0.8123 8.2220 1.9632
H 3.5583 -6.8581 -1.0557
*
```

Output
- energy (Eh) = -1404.833548
- largest force on an atom (eV/Å) = 0.93
- HOMO level (eV) = -8.809

[3]
This record from the Open Molecules 2025 dataset describes a 3-piece molecular cluster, C19H33BN4O7P overall. The level of theory is ωB97M-V/def2-TZVPD.

```
! wB97M-V def2-TZVPD RIJCOSX def2/J DEFGRID3
* xyz -1 1
C 3.3440 2.9421 -1.5603
H -0.0218 -0.8743 2.2512
H -4.5173 -1.0836 -3.3145
H 1.1294 2.0860 0.8999
H 3.7422 6.3022 -1.5192
H -6.7200 0.2959 2.1121
C -5.3583 -1.2458 1.4343
O 3.7766 0.7007 1.7539
O 2.5487 6.1294 -5.2072
O -1.3438 -1.6247 0.9444
C 0.2307 1.6782 0.4405
H 2.4169 3.7660 -4.7083
H 4.9193 -0.3904 3.5820
H -3.7020 0.0394 1.8240
H -1.9211 -1.4525 -1.2606
H 0.1139 2.1086 -0.5498
C -4.2485 -0.8843 -1.2969
O -7.2141 -0.1875 0.1918
N -3.7447 -0.8158 -2.7154
H -4.6534 0.1004 -1.0589
H -5.6610 -2.0386 0.7518
C 3.0738 5.1387 -3.1942
N 2.9502 6.3097 -4.0723
H -2.9726 -3.3772 -2.1563
C 4.9999 -1.3358 3.0671
C 2.7618 3.8859 -3.6925
C 4.5584 -2.6976 1.1205
H 3.4522 2.0767 -0.9183
B -3.0823 -3.2272 -0.1266
P -2.7845 -1.2653 -0.0964
H 6.2316 -4.4598 3.4736
O 3.2617 7.3962 -3.6176
C 5.7326 -3.6234 3.0017
H -3.5117 0.1410 -2.9464
H 2.6652 1.7964 -3.2407
C -6.2020 0.0137 1.1956
C 5.6322 -2.4107 3.6702
C -3.8412 -0.9967 1.5024
H -7.5995 -1.0627 0.3360
H -2.7332 -3.6359 1.7324
N 3.8190 -0.3547 1.1461
C 3.5088 5.3168 -1.8930
C 4.4760 -1.4954 1.7978
H -3.4536 -1.5945 2.3225
H 1.3166 -0.1217 0.5616
C 2.9013 2.7827 -2.8664
H 5.2695 -4.7125 1.2120
H -0.6076 2.0458 1.0292
C 0.2774 0.1334 0.3858
H -0.0526 -0.1522 -0.6066
H -5.6602 -1.5931 2.4260
H -1.3053 0.2513 1.8632
H 4.1347 -2.8044 0.1332
O -3.3000 -3.9907 1.0291
C -0.6567 -0.5147 1.4277
H -5.0160 -1.6516 -1.3211
O 3.3498 -0.5331 0.0401
C 3.6423 4.2078 -1.0741
H -2.4759 0.1901 -0.0895
H 3.9815 4.3292 -0.0547
H -5.5937 0.8326 0.8312
C 5.1941 -3.7667 1.7303
H -2.4084 -4.7303 -1.3694
N -3.0972 -3.9893 -1.3564
H 6.0481 -2.3016 4.6623
*
```

Output
- energy (Eh) = -1855.506076
- largest force on an atom (eV/Å) = 1.43
- HOMO level (eV) = -2.860

[4]
This record from the Open Molecules 2025 dataset describes C19H33BaN4O8Sb as an isolated structure. The level of theory is ωB97M-V/def2-TZVPD.

```
! wB97M-V def2-TZVPD RIJCOSX def2/J DEFGRID3
* xyz -2 1
Ba -0.1213 -0.7503 1.8735
N 1.0905 1.8997 0.8980
C 0.0244 -1.5846 -2.3061
H 4.1302 0.4382 1.5671
C 2.8196 -1.4463 -0.5264
H 1.8793 -3.3652 -0.2088
H 3.8245 -1.8867 -0.6532
H 2.8350 -2.7920 1.6467
C 2.3320 1.5584 1.5908
H 0.2448 -2.3202 -3.1018
H -4.0366 1.2036 -2.1637
C 1.2868 2.6106 -0.3718
O -0.9942 1.2494 3.0417
C 1.3795 1.7901 -1.6558
H -4.2458 -2.3828 0.1320
H 3.5501 0.8353 -0.0332
H 2.0899 1.2465 2.6098
H -1.6810 0.7669 -2.5970
H 2.3038 1.2153 -1.6455
N 0.4105 -2.1376 -1.0065
H -1.0580 -1.4484 -2.2882
H -5.3516 -1.2504 0.9655
H -3.8203 1.5499 2.3099
C 1.8175 -2.5405 -0.9178
C -4.3092 -1.5683 0.8613
C 0.2545 2.7939 1.7367
H 2.2087 3.2155 -0.3228
C -4.1577 1.5608 1.2719
H -3.9366 -1.9538 1.8137
H 0.3753 -0.1002 -3.7689
C 3.2794 -1.8017 1.7921
C -4.3368 0.3030 -1.6241
C -0.2435 2.2712 3.1073
O -2.0728 2.4979 -0.6760
C 3.0297 -1.4131 3.2665
H -0.6220 1.8525 -3.5291
C -1.4363 2.7460 -1.7364
H -3.9320 2.5299 0.8223
H -0.3441 -4.1711 -1.3438
H 0.4757 3.3202 -0.4868
H 1.4764 2.5199 -2.4767
H 2.1566 -2.9437 -1.8895
O 0.3424 -4.6498 1.0582
O 3.9958 -1.4152 4.0424
H 2.9516 2.4643 1.7030
H -0.6416 3.0128 1.1518
H -5.2246 1.3381 1.2112
H -5.3817 0.3886 -1.3070
H -4.2358 -0.5756 -2.2698
H 2.7610 -0.6319 -1.2354
C -0.4323 -3.7317 0.7401
C -0.4934 -3.2628 -0.7349
C 3.2262 0.4834 0.9493
H -1.5055 -2.9003 -0.9165
H 0.7664 3.7354 1.9816
C 0.6606 -0.2697 -2.7195
O 1.8178 -1.1647 3.5286
O 0.0577 2.8914 4.1344
C -0.8887 1.5201 -2.5132
H 1.7403 -0.3778 -2.7414
N 2.6801 -0.8830 0.8126
Sb -3.0998 0.0998 0.1255
O -1.1682 -3.0424 1.5057
N 0.2753 0.8691 -1.8986
O -1.1408 3.8635 -2.2061
H 4.3624 -1.8791 1.6209
*
```

Output
- energy above the lowest of the compared OMol25 structures with the same formula, charge and spin (kcal/mol) = 35.58
- energy (Eh) = -1830.691124
- largest force on an atom (eV/Å) = 0.76
- HOMO level (alpha / beta) (eV) = -2.913 / -2.913